C3H4N2O | the ωB97M-V functional and the def2-TZVPD basis

Geometry as ORCA input:
```
! RIJCOSX wB97M-V def2-TZVPD def2/J DEFGRID3
* xyz 0 1
N 1.606 -0.161 -0.705
C 1.242 -0.347 0.487
O 0.033 0.021 0.966
C -0.862 0.632 0.048
C -1.938 -0.303 -0.333
N -2.806 -1.009 -0.624
H 2.555 -0.492 -0.853
H 1.811 -0.801 1.302
H -0.325 0.971 -0.842
H -1.315 1.488 0.555
*
```

Properties
relative energy (zero: lowest compared OMol25 entry of this formula, charge and spin): 143.0 kJ/mol
energy: -8202.4036 eV
SMILES: [H]/N=C/OCC#N
gap between HOMO and LUMO: 0.4322 Ha
LUMO level: 0.76 eV

---

C3H4N2O | the ωB97M-V functional and the def2-TZVPD basis

Geometry as ORCA input:
```
! RIJCOSX wB97M-V def2-TZVPD def2/J DEFGRID3
* xyz 0 1
N -1.539 -0.140 0.353
C -0.098 -0.148 0.135
C 0.743 -1.100 0.579
N 1.991 -0.583 0.030
C 1.726 0.498 -0.612
O 0.414 0.885 -0.618
H -1.880 0.626 0.944
H -2.096 -0.155 -0.509
H -1.663 -1.032 0.853
H 2.401 1.148 -1.154
*
```

Properties
relative energy (zero: lowest compared OMol25 entry of this formula, charge and spin): 427.9 kJ/mol
energy: -8199.4507 eV
gap between HOMO and LUMO: 0.2678 Ha
LUMO level: -0.23 eV

---

> What is the formula in the first record?

C3H4N2O

---

> Look up the LUMO level of the first one.

0.76 eV

---

> The highest gap between HOMO and LUMO belongs to which entry?

number 1